(1)
Below is C37H35Br2N5O5S2Tc as an isolated structure, with properties calculated with ωB97M-V/def2-TZVPD.

Element x y z (Å)
Tc  -0.8847  -0.5305  -0.0918
O  2.9328  -3.3909  2.2114
C  2.8409  -4.0432  1.0002
C  3.6674  -5.0898  0.6314
C  3.5164  -5.6818  -0.6172
C  2.5468  -5.2290  -1.4998
C  1.7203  -4.1856  -1.1137
C  1.8610  -3.5907  0.1374
C  0.9427  -2.4907  0.5692
O  -0.1315  -2.2341  -0.3645
N  1.7418  -1.2389  0.7275
N  1.0966  -0.1116  0.3295
C  1.6560  1.0106  0.0802
C  0.8654  2.2003  -0.2930
Br  -0.9576  2.1296  0.2734
C  1.2990  3.2025  -1.0212
C  0.6028  4.4327  -1.4805
C  0.9649  4.9597  -2.7165
C  0.3522  6.1063  -3.2045
C  -0.6035  6.7574  -2.4410
C  -0.9465  6.2660  -1.1929
C  -0.3511  5.1041  -0.7152
H  3.6047  -3.7993  2.7592
H  4.4317  -5.4416  1.3213
H  4.1606  -6.5082  -0.8959
H  2.4351  -5.6897  -2.4779
H  0.9395  -3.8211  -1.7799
H  0.5229  -2.7135  1.5303
H  2.7453  -1.2580  0.7156
H  2.7388  1.0950  0.1304
H  2.3198  3.0681  -1.3811
H  1.7298  4.4595  -3.3080
H  0.6350  6.5001  -4.1724
H  -1.0642  7.6656  -2.8090
H  -1.6653  6.8010  -0.5743
H  -0.5923  4.7610  0.2844
S  -3.2144  -1.1094  -0.6548
C  -4.1766  -0.6653  0.7021
N  -5.0553  -1.4554  1.2210
C  -5.8910  -0.9214  2.3257
C  -5.1428  0.3096  2.8583
S  -4.0853  0.8528  1.4775
H  -5.2161  -2.3681  0.8181
H  -5.9922  -1.6700  3.0989
H  -6.8760  -0.6775  1.9445
H  -4.4851  0.0659  3.6838
H  -5.8148  1.1142  3.1332
Br  -1.2767  -5.4143  6.2044
C  -1.4634  -4.7435  4.4675
C  -1.5222  -5.6239  3.4009
C  -1.6631  -5.1218  2.1114
C  -1.7411  -3.7513  1.8977
C  -1.6884  -2.8902  2.9867
C  -1.5538  -3.3800  4.2798
C  -1.8587  -1.4316  2.8064
O  -2.5392  -0.7516  3.5108
O  -1.1862  -0.8992  1.7158
H  -1.4674  -6.6946  3.5783
H  -1.7118  -5.8077  1.2698
H  -1.8412  -3.3579  0.8892
H  -1.5143  -2.6995  5.1227
C  -2.9047  -0.3399  -6.1158
N  -2.4021  0.2750  -4.8696
N  -1.6768  -0.4242  -3.9426
C  -1.3408  0.4207  -2.9520
O  -0.5999  -0.0466  -1.9551
C  -1.8700  1.6682  -3.2327
C  -2.5261  1.5361  -4.4469
C  -3.2718  2.5586  -5.2465
C  -1.3155  -1.8229  -4.0840
C  -2.3190  -2.7774  -4.1435
C  -1.9722  -4.1178  -4.2415
C  -0.6308  -4.4881  -4.2713
C  0.3675  -3.5155  -4.2053
C  0.0256  -2.1715  -4.1111
H  -2.2287  -1.1218  -6.4311
H  -2.9333  0.4281  -6.8797
H  -3.9003  -0.7543  -5.9811
H  -1.7701  2.5753  -2.6450
H  -3.2879  3.5028  -4.7029
H  -4.3037  2.2465  -5.4316
H  -2.7923  2.7321  -6.2148
H  -3.3649  -2.4788  -4.1074
H  -2.7521  -4.8747  -4.2885
H  -0.3624  -5.5400  -4.3463
H  1.4169  -3.8024  -4.2384
H  0.7911  -1.3988  -4.0627

2S+1 = 2
largest force on an atom = 1.6 eV Å⁻¹
total charge = +2
HOMO-LUMO gap (spin up / spin down) = 6.482 / 6.478 eV
expectation value of S² = 1.0783

Results of the Löwdin charge analysis, in e, for atoms 1 through 4: atom 1 (Tc): 1.359, atom 2 (O): 0.069, atom 3 (C): -0.265, atom 4 (C): -0.002



(2)
Below is one molecule with the formula C23H34NO3P, with properties calculated with ωB97M-V/def2-TZVPD.

Element x y z (Å)
C  -4.2543  -1.1387  -2.7545
C  -4.0214  -0.8586  -1.2715
C  -5.2227  -0.1105  -0.6958
C  -3.7856  -2.1513  -0.4807
C  -2.4426  -2.8088  -0.7780
O  -1.3597  -1.9906  -0.3570
P  -0.4885  -2.4117  0.9339
O  -0.7389  -3.7948  1.3729
C  1.1870  -1.9803  0.4345
C  1.4380  -0.9328  -0.4427
C  2.7303  -0.5826  -0.7608
C  3.8277  -1.2625  -0.2032
N  5.1134  -0.8946  -0.4943
C  6.2214  -1.6761  -0.0021
C  5.3715  0.1131  -1.4935
C  3.5537  -2.3221  0.6786
C  2.2570  -2.6652  0.9920
C  -1.0026  -1.2243  2.2985
O  -2.3213  -1.5582  2.6358
C  -0.8518  0.1772  1.8174
C  -1.9113  0.8589  1.2403
C  -1.7213  2.1197  0.7053
C  -0.4746  2.7299  0.7323
C  -0.2730  4.0953  0.1217
C  0.1471  5.1118  1.1852
C  0.7563  4.0355  -1.0093
C  0.5770  2.0499  1.3367
C  0.3936  0.7920  1.8750
H  -4.4473  -0.2094  -3.2859
H  -5.1140  -1.7931  -2.8869
H  -3.3879  -1.6114  -3.2093
H  -3.1296  -0.2319  -1.1675
H  -6.1234  -0.7141  -0.7908
H  -5.0749  0.1149  0.3578
H  -5.3806  0.8256  -1.2268
H  -3.8177  -1.9269  0.5879
H  -4.5780  -2.8695  -0.7028
H  -2.3121  -2.9691  -1.8517
H  -2.3776  -3.7782  -0.2697
H  0.6074  -0.4009  -0.8803
H  2.8848  0.2320  -1.4487
H  6.2293  -1.6884  1.0908
H  6.1826  -2.7098  -0.3633
H  7.1557  -1.2327  -0.3380
H  4.9289  1.0689  -1.2013
H  4.9709  -0.1728  -2.4723
H  6.4443  0.2582  -1.5939
H  4.3568  -2.8849  1.1245
H  2.0560  -3.4848  1.6665
H  -0.3205  -1.4111  3.1454
H  -2.3521  -2.5215  2.7260
H  -2.8833  0.3947  1.2224
H  -2.5579  2.6344  0.2531
H  -1.2280  4.4232  -0.3040
H  0.2331  6.1038  0.7464
H  -0.5901  5.1487  1.9842
H  1.1075  4.8433  1.6182
H  0.8492  5.0085  -1.4874
H  1.7322  3.7462  -0.6274
H  0.4519  3.3084  -1.7591
H  1.5562  2.5029  1.3876
H  1.2235  0.2773  2.3394

SMILES string = CC(C)CCO[P@@](=O)(c1ccc(N(C)C)cc1)[C@H](O)c1ccc(C(C)C)cc1
largest force on an atom = 1.2 eV Å⁻¹
total charge = 0
energy relative to the best compared isomer or geometry (same formula, charge and spin) = 0.000 eV
HOMO-LUMO gap = 8.543 eV

Results of the Löwdin charge analysis, in e, for atoms 1 through 4: atom 1 (C): -0.073, atom 2 (C): -0.441, atom 3 (C): -0.079, atom 4 (C): -0.153



(3)
Below is one molecule with the formula C5H9NOS, with properties calculated with ωB97M-V/def2-TZVPD.

Element x y z (Å)
C  1.5288  -0.5473  0.3585
C  0.4779  -0.3396  -0.7210
C  -0.6698  -1.3308  -0.6445
O  -0.8572  -2.3035  -1.3600
N  -1.5839  -0.8500  0.3328
C  -1.2937  0.5645  0.5841
C  -0.3487  0.9381  -0.5758
S  0.4617  2.5176  -0.3906
H  1.4784  0.2014  1.1350
H  1.4425  -1.5094  0.8416
H  2.5135  -0.4954  -0.0730
H  0.9484  -0.4424  -1.6886
H  -1.6484  -1.4104  1.1615
H  -0.7682  0.6377  1.5253
H  -2.1511  1.2120  0.5052
H  -0.9453  0.9655  -1.4779
H  1.4151  2.1923  0.4875

SMILES string = C[C@H]1C(=O)NC[C@H]1S
largest force on an atom = 1.9 eV Å⁻¹
total charge = 0
energy relative to the best compared isomer or geometry (same formula, charge and spin) = 0.644 eV
HOMO-LUMO gap = 9.984 eV

Results of the Löwdin charge analysis, in e, for atoms 1 through 4: atom 1 (C): -0.046, atom 2 (C): -0.300, atom 3 (C): -0.430, atom 4 (O): 0.094



(4)
Below is a 7-piece molecular cluster, C22H41N3O4 overall, with properties calculated with ωB97M-V/def2-TZVPD.

Element x y z (Å)
C  -1.1831  2.3613  -5.7332
C  -0.8950  1.1607  -4.9840
N  -0.6974  0.2711  -4.3213
H  -2.2115  2.6555  -5.5239
H  -1.1336  2.1601  -6.8033
H  -0.5417  3.1451  -5.3302
C  0.2678  -0.0462  -0.9406
C  1.3434  -0.8658  -0.4558
N  2.2042  -1.5295  -0.0302
H  0.5699  0.3375  -1.9151
H  0.1809  0.7839  -0.2396
H  -0.6554  -0.6022  -1.1042
C  2.8959  -3.8955  2.8594
C  3.9514  -4.0053  3.9121
N  4.7774  -4.1018  4.7424
H  2.0454  -3.2941  3.1806
H  2.5616  -4.8907  2.5664
H  3.2515  -3.4344  1.9380
C  -2.5700  -2.3164  2.6083
C  -1.7555  -2.0726  3.8580
C  -0.6372  -3.0847  3.7755
O  -0.3016  -2.9739  2.4108
C  -1.5204  -2.6949  1.6234
H  -2.9804  -1.3223  2.4312
H  -3.2986  -3.1001  2.8158
H  -2.2591  -1.9838  4.8207
H  -1.2239  -1.1279  3.7446
H  -1.0711  -4.0645  3.9751
H  0.1304  -2.9019  4.5275
H  -1.9249  -3.5275  1.0479
H  -1.5540  -1.9138  0.8638
C  2.1073  1.0345  4.4161
C  1.2150  2.2330  4.2815
C  0.8448  2.3532  2.8063
O  1.6962  1.4282  2.2310
C  2.7139  0.9063  3.0417
H  1.4770  0.1696  4.6230
H  2.8334  1.2089  5.2101
H  1.8173  3.1141  4.5031
H  0.2475  2.5037  4.7042
H  1.1923  3.3513  2.5394
H  -0.1516  1.9691  2.5874
H  3.6242  1.4993  2.9537
H  3.1289  -0.0587  2.7506
C  -4.2502  0.4694  0.1983
C  -3.7544  0.4320  -1.2632
C  -5.0143  0.6931  -2.0686
O  -5.7703  1.5748  -1.2241
C  -5.0744  1.7491  0.0815
H  -3.4300  0.4834  0.9161
H  -4.8712  -0.3873  0.4601
H  -3.1989  -0.4635  -1.5419
H  -3.0343  1.2483  -1.3178
H  -5.6277  -0.2067  -2.1159
H  -4.7651  1.0443  -3.0699
H  -5.6480  1.8806  0.9989
H  -4.4576  2.6382  -0.0496
C  3.0278  1.4963  -3.3907
C  2.9551  0.1245  -3.9300
C  3.1260  0.2382  -5.4398
O  2.8563  1.6331  -5.6872
C  3.3217  2.3636  -4.6266
H  3.6940  1.6213  -2.5371
H  2.1279  1.9825  -3.0141
H  2.0372  -0.4033  -3.6711
H  3.6247  -0.5902  -3.4515
H  2.3781  -0.3822  -5.9337
H  4.1066  -0.0007  -5.8514
H  2.7583  3.2951  -4.6807
H  4.3711  2.6276  -4.7579

2S+1 = 2
largest force on an atom = 4.0 eV Å⁻¹
total charge = +1
energy relative to the best compared isomer or geometry (same formula, charge and spin) = 0.978 eV
HOMO-LUMO gap (spin up / spin down) = 8.160 / 1.847 eV
expectation value of S² = 0.7544

Results of the Löwdin charge analysis, in e, for atoms 1 through 4: atom 1 (C): -0.051, atom 2 (C): -0.284, atom 3 (N): 0.153, atom 4 (H): 0.077



(5)
Below is a 3-piece molecular cluster, C5H14O2 overall, with properties calculated with ωB97M-V/def2-TZVPD.

Element x y z (Å)
C  -1.3853  -0.6661  -1.4165
C  -1.8842  0.0152  -0.3772
C  -1.9017  -0.6015  0.9800
C  -1.7661  1.5217  -0.3431
C  -1.0878  2.1729  0.8543
H  -1.5632  -1.7459  -1.4243
H  -1.0374  -0.2356  -2.3555
H  -2.7995  -0.1734  1.5115
H  -2.0936  -1.7106  0.9477
H  -0.9964  -0.4924  1.5561
H  -2.8530  1.7759  -0.4784
H  -1.3654  2.0054  -1.2635
H  -1.4989  3.1804  0.9859
H  -1.1016  1.6306  1.7804
H  -0.0261  2.0578  0.5829
O  6.1698  -2.0316  0.9717
H  6.2534  -2.6937  0.2651
H  5.3844  -1.5509  0.7002
O  2.1292  -0.8657  -0.9685
H  1.2404  -1.0104  -0.6244
H  2.1830  -0.5820  -1.8843

SMILES string = C=C(C)CC.O.O
largest force on an atom = 4.2 eV Å⁻¹
total charge = 0
energy relative to the best compared isomer or geometry (same formula, charge and spin) = 1.471 eV
HOMO-LUMO gap = 10.136 eV

Results of the Löwdin charge analysis, in e, for atoms 1 through 4: atom 1 (C): 0.013, atom 2 (C): -0.385, atom 3 (C): -0.095, atom 4 (C): -0.253



(6)
Below is a 9-piece molecular cluster, C16H47ClN18O8PS overall, with properties calculated with ωB97M-V/def2-TZVPD.

Element x y z (Å)
C  1.4385  -1.1889  0.5826
P  1.6486  0.5875  0.1203
C  3.4615  0.8037  0.1274
C  1.3021  0.5842  -1.6904
C  2.1447  1.0414  -2.6662
N  1.4162  0.8175  -3.8833
C  0.2413  0.2850  -3.5742
S  -0.9646  -0.1551  -4.7706
N  0.1222  0.1486  -2.2533
C  -1.0464  -0.3618  -1.5479
C  -1.6556  0.6908  -0.6268
C  -3.1253  0.3827  -0.3401
Cl  -4.0021  1.9277  -0.0846
H  2.2302  -1.4935  1.2531
H  1.4881  -1.8171  -0.3060
H  0.4528  -1.3288  1.0111
H  3.7392  1.1549  1.1125
H  3.7550  1.5640  -0.5874
H  3.9713  -0.1323  -0.0693
H  3.1173  1.4782  -2.5827
H  1.7323  1.0267  -4.8144
H  -0.7884  -1.4843  -4.6987
H  -1.7859  -0.6503  -2.2826
H  -0.7934  -1.2601  -0.9966
H  -1.6272  1.6489  -1.1318
H  -1.1244  0.7367  0.3152
H  -3.2359  -0.1667  0.5820
H  -3.6098  -0.1159  -1.1675
C  0.7459  5.0680  -1.5508
O  1.7800  5.1412  -2.1939
N  0.2115  6.1254  -0.8791
N  0.0487  3.8915  -1.4656
H  -0.6378  6.0755  -0.3499
H  0.7049  6.9972  -0.9307
H  0.4477  3.1096  -1.9465
H  -0.8032  3.7718  -0.9500
C  1.7560  1.1893  4.0927
O  2.4445  0.6003  3.2643
N  1.2877  0.5996  5.2190
N  1.4071  2.5028  3.9488
H  0.7196  1.0922  5.8918
H  1.5306  -0.3603  5.3729
H  1.7323  2.9814  3.1311
H  0.8590  2.9980  4.6285
C  6.7191  2.5100  -0.3962
O  6.6154  1.3318  -0.1000
N  6.2841  3.5114  0.4284
N  7.2723  2.9246  -1.5760
H  6.3591  4.4856  0.2060
H  5.8823  3.2399  1.3059
H  7.6073  2.2147  -2.1990
H  7.3656  3.8874  -1.8385
C  0.4921  2.5934  8.6002
O  0.4612  2.3944  7.3919
N  0.5973  3.8460  9.1228
N  0.4252  1.5785  9.5064
H  0.6262  4.0348  10.1064
H  0.6502  4.6116  8.4781
H  0.3487  0.6449  9.1501
H  0.4506  1.7197  10.4980
C  -4.8328  -3.1369  -1.5406
O  -4.4002  -2.7003  -0.4857
N  -4.1262  -3.0771  -2.7115
N  -6.0526  -3.7353  -1.6328
H  -4.4631  -3.4438  -3.5823
H  -3.2167  -2.6613  -2.6779
H  -6.5932  -3.8093  -0.7901
H  -6.4261  -4.1059  -2.4863
C  -3.7295  -7.4648  -2.6547
O  -2.7028  -7.1454  -3.2305
N  -4.4781  -6.5605  -1.9539
N  -4.2117  -8.7439  -2.6693
H  -5.3253  -6.7873  -1.4705
H  -4.1360  -5.6202  -1.9234
H  -3.6813  -9.4275  -3.1752
H  -5.0497  -9.0262  -2.1992
C  4.6157  3.6138  -5.6137
O  4.9128  4.7825  -5.5211
N  3.5875  3.0631  -4.8718
N  5.2636  2.7436  -6.4472
H  3.3236  2.1038  -4.9225
H  3.0943  3.6843  -4.2492
H  6.0144  3.1152  -6.9989
H  5.0317  1.7733  -6.5341
C  -5.0773  -5.1451  2.3329
O  -4.2961  -5.6456  1.5437
N  -5.6189  -5.8526  3.3734
N  -5.4827  -3.8410  2.2382
H  -6.2631  -5.4630  4.0341
H  -5.3411  -6.8109  3.4690
H  -5.0989  -3.2938  1.4835
H  -6.1338  -3.4178  2.8713

largest force on an atom = 2.6 eV Å⁻¹
total charge = +1
HOMO-LUMO gap = 8.115 eV

Results of the Löwdin charge analysis, in e, for atoms 1 through 4: atom 1 (C): -0.259, atom 2 (P): 0.946, atom 3 (C): -0.277, atom 4 (C): -0.360



What is the formula in the second record? C23H34NO3P



total charge of number 3 (C5H9NOS)? 0



Which value of total charge does entry 1 give? +2



largest force on an atom of number 6 (C16H47ClN18O8PS)? 2.6 eV Å⁻¹